Here is a molecular structure, C22H30AsCaCl2N2O6 in a non-equilibrium geometry from OMol25. Energies are from ωB97M-V/def2-TZVPD.

Computed properties:
E_HOMO = -10.77 eV
LUMO energy = -3.377 eV
largest force on an atom = 3.450 eV/A
frontier orbital gap = 7.39 eV
net charge = +1
energy above the lowest of the compared OMol25 structures with the same formula, charge and spin = 165.2 kJ/mol

Element x y z (Å)
Ca 0.533 0.676 -0.259
O 2.243 1.708 3.933
C 1.660 1.363 2.798
O 2.050 1.712 1.706
C 0.477 0.477 2.963
C 0.032 -0.014 4.182
C -1.062 -0.873 4.176
C -1.658 -1.207 2.973
C -1.148 -0.654 1.798
N -0.112 0.163 1.813
C -1.622 -0.977 0.358
O -2.951 -1.365 0.287
O -1.339 -0.039 -0.470
H 3.009 2.293 3.795
H 0.532 0.261 5.095
H -1.442 -1.283 5.100
H -2.502 -1.879 2.946
H -3.158 -2.106 0.865
C -1.686 1.003 -3.555
As 0.036 0.331 -2.942
C -0.275 -1.561 -3.250
C 1.177 0.769 -4.553
C 0.576 0.445 -5.876
C 0.803 -0.784 -6.488
C 0.283 -1.058 -7.740
C -0.472 -0.106 -8.403
C -0.712 1.119 -7.803
C -0.190 1.390 -6.552
H -1.986 0.499 -4.476
H -1.653 2.082 -3.728
H -2.411 0.785 -2.773
H -0.573 -1.744 -4.285
H -1.086 -1.858 -2.590
H 0.606 -2.161 -3.014
H 2.126 0.237 -4.424
H 1.387 1.844 -4.493
H 1.417 -1.521 -5.990
H 0.483 -2.011 -8.208
H -0.855 -0.313 -9.389
H -1.291 1.871 -8.318
H -0.355 2.357 -6.099
C 3.453 1.536 -1.657
C 3.484 0.029 -1.478
O 2.626 -0.353 -0.412
C 2.774 -1.730 -0.095
C 2.318 -2.014 1.325
H 4.259 1.842 -2.320
H 3.586 2.016 -0.689
H 2.504 1.864 -2.084
H 4.513 -0.284 -1.242
H 3.175 -0.488 -2.404
H 3.834 -2.003 -0.186
H 2.191 -2.336 -0.806
H 2.816 -1.344 2.024
H 2.568 -3.040 1.582
H 1.241 -1.892 1.400
Cl 1.028 3.648 -0.456
C -0.621 4.242 -0.623
Cl -1.722 2.863 -0.456
H -0.724 4.693 -1.611
H -0.822 4.963 0.169
O -0.699 -4.530 0.253
C -0.786 -3.378 0.187
N -0.725 -2.189 0.105



Here is 8 unconnected molecules or ions with the total composition C22H30BF7N2O27PS in a non-equilibrium geometry from OMol25. Energies are from ωB97M-V/def2-TZVPD.

Computed properties:
E_HOMO = -12.69 eV
LUMO energy = -3.441 eV
largest force on an atom = 1.100 eV/A
frontier orbital gap = 9.25 eV
net charge = +1

Element x y z (Å)
C 3.361 -2.086 -0.154
S 1.852 -1.346 0.363
O 1.564 -0.237 -0.478
O 1.876 -1.185 1.776
N 0.490 -2.563 0.164
B -0.895 -1.895 -0.406
N -0.889 -1.214 -1.629
O -1.966 -2.101 0.356
P 0.704 -4.052 -0.830
O -0.597 -4.663 -0.987
O 1.370 -3.345 -2.069
O 1.812 -4.903 -0.118
H 3.615 -2.920 0.493
H 3.342 -2.361 -1.203
H 4.055 -1.262 0.027
H 0.325 -2.892 1.125
H -1.198 -0.247 -1.552
H -0.003 -1.198 -2.115
H -1.800 -2.493 1.228
H 1.570 -3.935 -2.813
H 2.000 -4.781 0.819
C -0.812 3.403 -2.176
C -2.011 4.277 -2.504
O -2.720 3.466 -3.431
C -2.442 2.171 -3.172
O -3.036 1.229 -3.573
O -1.350 2.086 -2.359
F -1.658 5.430 -3.103
H -0.013 3.575 -2.899
H -0.437 3.523 -1.165
H -2.666 4.499 -1.659
C 2.796 -0.115 -3.569
C 3.547 0.847 -4.470
O 4.880 0.368 -4.348
C 4.844 -0.945 -4.036
O 5.762 -1.692 -4.070
O 3.584 -1.304 -3.660
F 3.484 2.116 -4.023
H 2.799 0.240 -2.539
H 1.776 -0.307 -3.894
H 3.254 0.823 -5.520
C -1.220 -0.655 5.793
C 0.106 -0.537 5.068
O 0.061 -1.658 4.183
C -1.235 -1.939 3.948
O -1.607 -2.681 3.080
O -2.035 -1.301 4.794
F 1.169 -0.661 5.884
H -1.134 -1.306 6.662
H -1.659 0.294 6.085
H 0.224 0.369 4.471
C -4.835 -1.255 -0.848
C -5.716 -0.369 0.009
O -6.100 0.636 -0.896
C -6.063 0.113 -2.160
O -6.556 0.615 -3.109
O -5.397 -1.068 -2.146
F -5.028 0.190 1.040
H -3.811 -0.886 -0.836
H -4.855 -2.304 -0.570
H -6.608 -0.853 0.410
C 8.785 -2.212 -3.417
C 9.584 -1.290 -4.316
O 10.901 -1.763 -4.141
C 10.840 -3.081 -3.792
O 11.755 -3.827 -3.797
O 9.568 -3.406 -3.447
F 9.514 0.005 -3.920
H 8.767 -1.816 -2.398
H 7.777 -2.398 -3.764
H 9.322 -1.344 -5.374
C -6.076 4.730 -3.687
C -6.098 4.534 -2.184
O -5.231 5.559 -1.737
C -5.255 6.571 -2.661
O -4.823 7.655 -2.473
O -5.834 6.136 -3.799
F -5.583 3.341 -1.807
H -5.233 4.185 -4.117
H -6.993 4.459 -4.198
H -7.075 4.659 -1.714
C -1.873 0.073 10.959
C -0.761 -0.114 9.941
O -1.430 0.160 8.724
C -2.475 1.004 8.992
O -3.065 1.597 8.155
O -2.702 1.047 10.316
F -0.287 -1.381 9.907
H -2.431 -0.856 11.084
H -1.539 0.442 11.923
H 0.081 0.572 10.050



> What is the frontier orbital gap in the first record?

7.39 eV



> Look up the net charge of the second one.

+1



Copy entry 2 word for word.
Here is 8 unconnected molecules or ions with the total composition C22H30BF7N2O27PS in a non-equilibrium geometry from OMol25. Energies are from ωB97M-V/def2-TZVPD.

Computed properties:
E_HOMO = -12.69 eV
LUMO energy = -3.441 eV
largest force on an atom = 1.100 eV/A
frontier orbital gap = 9.25 eV
net charge = +1

Element x y z (Å)
C 3.361 -2.086 -0.154
S 1.852 -1.346 0.363
O 1.564 -0.237 -0.478
O 1.876 -1.185 1.776
N 0.490 -2.563 0.164
B -0.895 -1.895 -0.406
N -0.889 -1.214 -1.629
O -1.966 -2.101 0.356
P 0.704 -4.052 -0.830
O -0.597 -4.663 -0.987
O 1.370 -3.345 -2.069
O 1.812 -4.903 -0.118
H 3.615 -2.920 0.493
H 3.342 -2.361 -1.203
H 4.055 -1.262 0.027
H 0.325 -2.892 1.125
H -1.198 -0.247 -1.552
H -0.003 -1.198 -2.115
H -1.800 -2.493 1.228
H 1.570 -3.935 -2.813
H 2.000 -4.781 0.819
C -0.812 3.403 -2.176
C -2.011 4.277 -2.504
O -2.720 3.466 -3.431
C -2.442 2.171 -3.172
O -3.036 1.229 -3.573
O -1.350 2.086 -2.359
F -1.658 5.430 -3.103
H -0.013 3.575 -2.899
H -0.437 3.523 -1.165
H -2.666 4.499 -1.659
C 2.796 -0.115 -3.569
C 3.547 0.847 -4.470
O 4.880 0.368 -4.348
C 4.844 -0.945 -4.036
O 5.762 -1.692 -4.070
O 3.584 -1.304 -3.660
F 3.484 2.116 -4.023
H 2.799 0.240 -2.539
H 1.776 -0.307 -3.894
H 3.254 0.823 -5.520
C -1.220 -0.655 5.793
C 0.106 -0.537 5.068
O 0.061 -1.658 4.183
C -1.235 -1.939 3.948
O -1.607 -2.681 3.080
O -2.035 -1.301 4.794
F 1.169 -0.661 5.884
H -1.134 -1.306 6.662
H -1.659 0.294 6.085
H 0.224 0.369 4.471
C -4.835 -1.255 -0.848
C -5.716 -0.369 0.009
O -6.100 0.636 -0.896
C -6.063 0.113 -2.160
O -6.556 0.615 -3.109
O -5.397 -1.068 -2.146
F -5.028 0.190 1.040
H -3.811 -0.886 -0.836
H -4.855 -2.304 -0.570
H -6.608 -0.853 0.410
C 8.785 -2.212 -3.417
C 9.584 -1.290 -4.316
O 10.901 -1.763 -4.141
C 10.840 -3.081 -3.792
O 11.755 -3.827 -3.797
O 9.568 -3.406 -3.447
F 9.514 0.005 -3.920
H 8.767 -1.816 -2.398
H 7.777 -2.398 -3.764
H 9.322 -1.344 -5.374
C -6.076 4.730 -3.687
C -6.098 4.534 -2.184
O -5.231 5.559 -1.737
C -5.255 6.571 -2.661
O -4.823 7.655 -2.473
O -5.834 6.136 -3.799
F -5.583 3.341 -1.807
H -5.233 4.185 -4.117
H -6.993 4.459 -4.198
H -7.075 4.659 -1.714
C -1.873 0.073 10.959
C -0.761 -0.114 9.941
O -1.430 0.160 8.724
C -2.475 1.004 8.992
O -3.065 1.597 8.155
O -2.702 1.047 10.316
F -0.287 -1.381 9.907
H -2.431 -0.856 11.084
H -1.539 0.442 11.923
H 0.081 0.572 10.050